A gas-phase ion, C6H11N2 (charge +1) at a distorted geometry. Source: the OMol25 dataset; level of theory: wB97M-V/def2-TZVPD.

Structure (XYZ):
```
19
Properties=species:S:1:pos:R:3:forces:R:3
C 1.7264 -1.3432 0.3527 1.8 1.7 0.3
C 0.5512 -1.8580 0.1251 -1.6 0.2 -0.7
C -0.3337 -0.8189 -0.5026 -4.2 -4.9 0.2
N -1.3015 -0.1129 0.7307 -1.7 -4.6 -1.3
C -1.3455 1.2687 0.3310 -1.5 -2.0 -0.4
C -0.3355 1.3587 -0.7372 0.9 1.5 -4.0
N 0.4398 0.1284 -0.9018 1.4 4.7 -0.1
C 1.7177 0.1418 -0.1492 0.1 -1.0 0.6
H 2.5940 -1.8710 0.7889 -0.6 0.6 -0.3
H 0.2010 -2.8220 0.3215 -0.2 -1.4 0.3
H -1.2708 -1.0900 -1.1930 2.4 0.2 1.1
H -0.7166 -0.2782 1.5248 -0.3 -0.3 1.0
H -2.1704 -0.8006 0.6388 2.1 2.4 1.0
H -1.1391 1.7051 1.2167 0.5 2.6 2.4
H -2.3330 1.4678 -0.0375 -0.4 0.6 0.1
H -0.9696 1.5414 -1.6602 1.4 0.0 0.6
H 0.4438 2.0952 -0.6196 -0.5 0.9 -0.1
H 1.7410 0.9700 0.6530 0.0 -1.5 -1.0
H 2.5008 0.3175 -0.8819 0.3 0.1 0.2
```
Forces are in eV/Å.

Energy above the lowest of the compared OMol25 structures with the same formula, charge and spin in kcal/mol: 71.6
LUMO in eV: -3.35
SMILES: C1=C[C@H]2[NH2+]CCN2C1
HOMO level in eV: -14.21
Maximum force in Eh/bohr: 0.1252
Spin multiplicity: 1
Frontier orbital gap in eV: 10.9
Total charge: +1